No. 1
Molecular formula: C14H12IIrN3O3S
Method: DFT, the ωB97M-V functional and the def2-TZVPD basis

Properties
HOMO-LUMO gap (spin up / spin down) (eV): 7.793 / 5.755
Spin multiplicity: 5
Total charge: +1
<S²>: 6.037
LUMO energy (spin up / spin down) (eV): -3.937 / -6.016

Last column: natural (NBO) charge in e.
Geometry (Å):
H1 -1.28098 4.18289 -0.37731  0.1991
N1 -0.18360 -0.86920 0.48299  -0.5466
C1 -0.59030 2.34720 -1.20996  -0.0384
H2 -1.76181 -3.32015 4.90904  0.2418
C2 0.29636 0.29105 -2.17142  0.3224
N2 3.35609 -1.84106 -0.05716  -1.0827
C3 -0.22663 2.97993 -2.37833  0.0347
C4 -1.07171 -0.78080 2.77646  -0.2371
C5 -0.57456 -2.88648 1.78919  -0.1653
Ir1 1.53886 -1.90633 -0.65194  1.3333
C6 -1.27314 3.12607 -0.10546  -0.0967
H3 -0.93299 -4.62702 2.98117  0.2417
C7 -0.98393 -3.54770 2.93136  -0.2331
H4 -1.43629 0.73444 0.72152  0.2167
I1 0.10730 -4.06418 0.14551  0.3760
H5 2.18703 -0.09308 -4.23204  0.2269
C8 -1.49055 -1.42617 3.92556  -0.1587
C9 -0.30060 0.97681 -1.08169  -0.1760
H6 0.10408 3.44320 1.26126  0.4852
C10 0.60705 1.05580 -3.34883  0.2010
H7 1.39422 1.07613 -5.31501  0.2501
H8 -1.84022 -0.84381 4.76682  0.2393
O1 0.51028 -0.99646 -2.16911  -0.6687
O2 4.30177 -0.04134 1.39884  -0.8025
O3 -0.69916 2.91879 1.17761  -0.7255
C11 -0.66856 0.26319 0.11425  0.2211
H9 0.58517 -0.44441 -4.85932  0.2362
N3 0.35551 2.33493 -3.39781  -0.3727
C12 1.23490 0.36183 -4.51307  -0.6514
C13 -0.61599 -1.50016 1.66822  0.1545
H10 -2.31296 2.79812 -0.02946  0.1964
H11 -1.05908 0.30152 2.74038  0.2410
S1 4.56314 -1.23399 0.62351  1.5070
H12 -0.38985 4.04112 -2.52419  0.2096
C14 -1.44882 -2.81069 4.00844  -0.1786



No. 2
Molecular formula: C44H64N8O3PrSb2
Method: DFT, the ωB97M-V functional and the def2-TZVPD basis

Properties
HOMO-LUMO gap (spin up / spin down) (eV): 7.680 / 7.689
Spin multiplicity: 3
Total charge: +1
<S²>: 2.002
LUMO energy (spin up / spin down) (eV): -2.059 / -2.051

Last column: Löwdin charge in e.
Geometry (Å):
H1 -22.39573 8.81532 -6.64780  0.0763
H2 -18.22743 4.67415 0.46080  0.0828
C1 -19.14020 3.23503 -4.70337  -0.4735
C2 -23.85729 5.03130 -6.18367  -0.0232
C3 -21.07057 5.16087 -8.63856  -0.0401
H3 -19.00474 5.84200 -8.26709  0.1437
C4 -20.50944 12.48700 -0.24226  -0.0996
H4 -15.21417 14.54527 -3.41802  -0.0110
C5 -17.55088 8.54314 -8.38995  -0.0266
H5 -16.03443 5.34904 -6.67001  0.1037
N1 -22.72149 9.67441 -4.72309  -0.1066
O1 -17.91341 6.45996 -2.74703  -0.2964
H6 -18.15890 14.47761 -1.61756  0.1135
C6 -17.82144 12.46375 -0.99160  -0.2567
C7 -18.38180 11.33213 -0.30404  -0.2984
H7 -20.74990 11.21996 -5.09260  0.1221
H8 -16.76792 2.34829 -5.58683  0.1359
H9 -15.39125 7.93404 -6.99371  0.0709
H10 -13.77167 10.94030 -3.26205  -0.0269
H11 -15.57227 14.41855 -5.14487  0.0375
H12 -16.44744 0.64275 -7.47133  0.1319
N2 -20.85005 9.89377 -3.36703  -0.1318
C8 -18.99611 9.77478 3.00227  -0.3708
H13 -21.55416 12.51201 0.04777  0.1111
H14 -15.73140 9.20434 2.37939  0.0257
H15 -15.69057 13.26979 -1.11807  0.0845
C9 -21.68467 9.07652 -4.10859  -0.3318
C10 -23.34556 10.80497 -4.04746  -0.0325
H16 -16.85373 14.81330 -3.92865  0.0051
N3 -18.39987 8.35519 -7.23483  -0.1284
H17 -20.81644 11.92697 -3.35231  0.0822
C11 -19.72060 11.41323 0.04033  -0.1056
H18 -20.66987 6.40955 -0.54091  0.0974
N4 -18.69053 3.38575 -2.48253  0.0342
H19 -16.79128 7.88242 -8.25730  0.0358
H20 -18.16846 8.28461 -9.26258  0.1139
H21 -18.50320 10.82160 3.02309  0.0545
H22 -18.89232 9.26657 3.97710  0.0128
C12 -19.80935 9.28736 -2.63997  -0.0651
H23 -15.74048 7.70051 1.27103  0.0126
H24 -15.84334 5.59202 -4.93365  0.0721
H25 -24.46672 4.31957 -6.70788  0.1223
H26 -13.63088 12.43926 -2.41954  0.0167
C13 -20.43341 11.12876 -3.99333  -0.0483
C14 -19.63242 9.08628 -7.18271  -0.0399
H27 -23.04378 4.42423 -8.60661  0.0862
H28 -23.80271 9.82894 -6.68217  0.1108
Sb1 -18.32240 8.59792 1.36174  1.2780
H29 -17.40542 9.72209 -1.04146  0.0550
C15 -17.60802 2.11136 -6.33770  -0.0509
H30 -13.39154 12.48614 -4.15944  -0.0093
C16 -21.65974 6.25787 -6.06243  -0.0437
C17 -16.35118 12.43613 -1.47784  -0.3610
N5 -19.29580 6.74675 -5.81452  0.0093
H31 -24.40245 10.52134 -3.87300  0.1091
H32 -15.18657 6.87909 -3.50021  0.0597
N6 -16.93516 7.08292 -5.84776  -0.1030
H33 -20.52322 4.87622 -0.74556  0.0989
H34 -16.35916 7.64303 2.91427  -0.0178
C18 -13.93146 11.99510 -3.38708  -0.3146
Sb2 -16.10960 12.16849 -3.59512  1.2519
H35 -20.02175 9.99476 2.86174  -0.0396
C19 -15.96384 14.17926 -4.09886  -0.4052
O2 -20.69288 5.71899 -1.26650  -0.1368
C20 -18.62539 13.55417 -1.25998  -0.0561
H36 -14.68628 6.58278 -1.74413  0.0826
N7 -18.23374 3.12011 -3.77698  0.0970
H37 -20.54478 1.32763 -8.73969  0.1238
C21 -22.13971 6.95064 -4.85158  -0.3367
H38 -15.77714 7.88168 -2.28027  0.0448
H39 -20.18913 8.52254 -1.99969  0.0847
C22 -16.53584 5.68134 -5.75387  -0.0018
C23 -17.41961 1.24655 -7.37420  -0.0996
C24 -18.89912 2.66058 -6.06281  -0.1462
H40 -16.21357 9.07409 -5.99232  0.0933
C25 -18.49052 0.94078 -8.23679  -0.1009
C26 -17.58494 10.12235 -0.03445  -0.3600
H41 -22.97248 10.80903 -3.05067  0.0764
H42 -18.28420 0.21692 -9.09188  0.1287
H43 -19.29444 9.96556 -2.02638  0.0461
H44 -20.16496 10.57848 0.52683  0.0654
H45 -15.13731 7.95482 -5.27188  0.1055
H46 -20.39925 8.85466 -7.92209  0.1007
H47 -19.21364 3.24946 0.03004  0.0927
H48 -19.36149 10.08502 -7.35547  0.0771
H49 -17.42912 4.97739 -5.60856  0.0995
C27 -20.32128 6.29642 -6.59508  -0.2800
C28 -24.14278 5.54956 -4.97160  -0.0840
H50 -20.90220 4.62128 -9.54582  0.1012
C29 -22.64777 5.42967 -6.77628  -0.1350
Pr1 -19.86016 5.79564 -3.58892  1.3159
H51 -23.17684 11.77922 -4.51036  0.0973
H52 -25.05444 5.14921 -4.54129  0.1173
C30 -16.73776 5.92952 -2.34960  -0.4527
H53 -23.92796 8.29098 -5.83799  0.0947
C31 -17.88965 3.97868 -1.64299  -0.3236
H54 -15.70240 4.39055 -1.45999  0.1298
C32 -19.99994 13.55183 -0.93858  -0.0829
C33 -19.70047 1.52772 -8.02454  -0.0896
O3 -20.28419 3.82395 -4.48057  -0.2115
C34 -20.04824 5.71048 -7.82343  -0.0044
C35 -23.39877 6.52594 -4.34110  -0.0240
H55 -19.01490 8.90080 -3.28099  0.1028
C36 -16.29096 8.29803 2.05558  -0.3561
H56 -17.41467 3.14434 0.26432  0.0935
H57 -19.35626 11.29395 -3.97533  0.0523
C37 -16.63473 4.73006 -1.92376  -0.0366
H58 -23.68245 7.06762 -3.42582  0.1362
C38 -15.91599 8.03179 -6.08788  -0.0768
N8 -21.29810 7.79642 -4.18259  0.0286
C39 -18.20438 7.34892 -6.30624  -0.2950
C40 -18.22600 3.74959 -0.18612  -0.0452
H59 -20.89570 2.66796 -6.69975  0.0953
C41 -15.49861 6.87112 -2.40985  0.0075
H60 -20.60162 14.43135 -1.14428  0.1063
C42 -23.22607 9.14704 -6.01413  -0.0063
H61 -17.08590 9.52701 -8.44710  0.1070
H62 -16.55661 10.29088 0.41967  0.0661
C43 -19.93243 2.30216 -6.88287  -0.0337
C44 -22.33959 4.95930 -8.07810  -0.0269
H63 -20.03193 9.08095 -6.13591  0.0961
H64 -15.87340 11.54298 -1.01391  0.0362



No. 3
Molecular formula: C3H12NO2
Method: DFT, the ωB97M-V functional and the def2-TZVPD basis

Properties
HOMO-LUMO gap (spin up / spin down) (eV): 4.106 / 11.467
Spin multiplicity: 2
Total charge: 0
<S²>: 0.750
LUMO energy (spin up / spin down) (eV): 0.757 / 0.688

Last column: natural (NBO) charge in e.
Geometry (Å):
H1 0.67544 -0.25417 -1.73607  0.2136
H2 -1.16566 1.19277 -1.23702  0.4042
H3 2.54386 -0.70101 -0.49640  0.1490
H4 3.46039 -0.88569 1.78263  0.4767
H5 -1.83870 0.09105 -0.19877  0.3110
H6 -2.76343 1.63163 1.27285  0.4555
H7 0.05770 -0.85228 1.14610  0.2127
O1 -2.34085 2.22692 0.63865  -1.0250
C1 0.62620 -0.35220 0.35591  -0.4421
H8 -1.95918 -0.12977 -1.82213  0.2884
H9 1.93043 -2.08025 0.47921  0.1642
H10 0.72844 0.70393 0.60179  0.2305
H11 -2.94763 2.93594 0.39997  0.4746
C2 -0.03718 -0.60215 -0.99977  -0.3060
C3 1.99818 -0.99696 0.41089  -0.0519
O2 2.63857 -0.46229 1.54880  -0.7286
H12 -0.31554 -1.64757 -1.06394  0.2173
N1 -1.29103 0.18211 -1.08271  -1.0441



No. 4
Molecular formula: C13H26Cl2IrNOP2
Method: DFT, the ωB97M-V functional and the def2-TZVPD basis

Properties
HOMO-LUMO gap (spin up / spin down) (eV): 6.154 / 3.267
Spin multiplicity: 6
Total charge: +3
<S²>: 8.788
LUMO energy (spin up / spin down) (eV): -10.182 / -14.680

Last column: natural (NBO) charge in e.
Geometry (Å):
H1 0.73747 -0.53109 4.42006  0.2717
C1 -4.64470 -1.75994 1.22443  -0.1622
C2 2.70442 -0.51833 2.13362  -0.9325
C3 0.62612 1.26612 -3.18430  -0.9365
P1 -0.71035 0.60103 -2.12280  0.9126
H2 -1.60768 -0.48702 -4.12666  0.2763
H3 2.91273 0.55483 2.13947  0.2508
Cl1 4.42803 -0.03765 -2.58134  0.2374
C4 -2.32822 -1.38598 1.72687  0.2310
H4 -2.27761 2.06831 -3.30103  0.2708
H5 -5.63083 -2.11982 1.48871  0.2922
H6 6.56997 1.48295 -1.30657  0.3205
H7 6.34830 2.13215 -2.93143  0.3261
H8 3.18202 -0.96201 1.25613  0.2571
C5 -1.36587 -0.79948 -3.10483  -0.9354
N1 -2.01563 -0.79884 0.51964  -0.5472
H9 1.43760 0.53415 -3.20505  0.2496
C6 5.95552 2.15631 -1.91101  -0.6889
H10 -2.26324 -1.19134 -2.61862  0.2136
H11 -5.21866 -1.04661 -0.69597  0.2821
H12 -3.11485 -0.27520 -1.20387  0.2182
H13 0.26563 1.45738 -4.20096  0.2706
C7 4.53734 1.66472 -1.91366  0.5763
C8 -2.02837 1.86708 -2.25393  -0.9314
H14 1.14152 -3.08519 1.34041  0.2773
H15 -0.34309 -2.84125 2.28396  0.2115
H16 -0.83481 -0.28037 3.61054  0.2132
Cl2 1.50448 -1.49625 -1.09077  -0.4764
H17 -1.67494 -1.51729 2.47471  0.2210
H18 1.00402 2.19451 -2.74790  0.2459
H19 5.98653 3.17084 -1.50972  0.2923
H20 -3.74476 -2.31853 3.06907  0.2824
C9 -4.40715 -1.16429 0.01255  -0.0459
H21 3.09863 -0.97500 3.04793  0.2696
H22 -0.60644 -1.58537 -3.12223  0.2774
O1 3.55782 2.23196 -1.55166  -0.0647
C10 -3.12054 -0.70195 -0.29776  0.2368
H23 0.39245 0.99590 3.56004  0.2704
H24 -1.69186 2.79129 -1.77636  0.2702
H25 1.23358 -2.92623 3.12476  0.2775
Ir1 0.00000 0.00000 0.00000  0.7006
P2 0.89731 -0.78117 1.98917  0.9126
C11 0.71884 -2.58976 2.21821  -0.9346
H26 -2.92100 1.51666 -1.72867  0.2153
C12 -3.59175 -1.86787 2.09562  -0.0447
C13 0.23966 -0.08670 3.55197  -0.9307



F_max across the listed records, respectively: 0.036, 0.098, 0.027, 0.076 Eh/bohr.
Molecular weight across the listed records, respectively: 621.5, 1137.5, 94.1, 537.4 g mol⁻¹.